DFT (ωB97M-V/def2-TZVPD) results for a gas-phase ion, C3H7N2S2 (charge +1) in a non-equilibrium geometry.

Cartesian coordinates (Å):
N 2.385 0.925 -0.077
C 2.114 -0.383 -0.144
N 0.850 -0.718 0.061
C -0.266 0.116 0.073
C -1.564 -0.145 0.052
S -2.269 -1.720 0.113
S -2.490 1.331 0.138
H 1.634 1.655 0.245
H 3.193 1.320 -0.359
H 2.869 -1.185 -0.048
H 0.724 -1.655 0.263
H -0.030 1.134 0.064
H -3.532 -1.327 -0.354
H -3.618 0.653 -0.027

## Properties
Kohn-Sham gap, eV: 7.9899
ΔE to the lowest compared entry with this formula, charge and spin, kcal per mole: 37.1
Charge: +1
SMILES string: N/C=[NH+]\C=C(S)S
Total energy, eV: -27867.28626

DFT (ωB97M-V/def2-TZVPD) results for 5 unconnected molecules or ions with the total composition C42H38Cl2F35NO10P2 in a non-equilibrium geometry.

Cartesian coordinates (Å):
C -4.746 -6.180 -1.751
C -4.464 -5.052 -2.744
C -4.824 -3.706 -2.129
N -4.406 -2.580 -2.974
C -3.232 -1.893 -2.539
C -3.015 -1.478 -1.224
C -1.836 -0.842 -0.884
O -1.647 -0.433 0.434
C -0.840 -0.564 -1.811
C -1.061 -0.952 -3.120
C -2.246 -1.603 -3.475
C -2.336 -1.918 -4.928
O -3.176 -1.418 -5.621
C -1.124 -2.684 -5.415
C 0.080 -2.033 -5.044
C 1.328 -2.557 -5.381
P 2.981 -1.828 -4.950
O 2.710 -0.437 -4.202
Cl 3.474 -1.174 -6.880
C 1.341 -3.785 -6.072
C 2.671 -4.434 -6.403
O 2.897 -5.724 -5.766
C 2.922 -5.752 -4.434
F 3.516 -4.706 -3.883
F 3.574 -6.831 -4.051
F 1.702 -5.825 -3.893
C 0.155 -4.456 -6.434
C 0.257 -5.816 -7.099
C -0.360 -6.938 -6.261
C 0.166 -8.312 -6.770
C -1.117 -3.908 -6.124
P -2.736 -4.786 -6.479
O -3.799 -3.618 -6.749
Cl -2.569 -5.443 -8.465
C -0.131 -0.756 -4.259
O 0.279 0.319 -4.595
H -4.317 -7.103 -2.125
H -5.811 -6.305 -1.580
H -4.269 -5.938 -0.804
H -5.109 -5.158 -3.613
H -3.423 -5.070 -3.058
H -5.912 -3.679 -2.065
H -4.472 -3.642 -1.098
H -5.160 -1.920 -3.092
H -3.781 -1.658 -0.489
H -1.222 -1.164 0.896
H 0.069 -0.056 -1.531
H 2.263 0.230 -4.746
H 2.668 -4.673 -7.458
H 3.533 -3.814 -6.204
H 1.284 -6.106 -7.252
H -0.179 -5.735 -8.088
H -0.026 -6.814 -5.238
H -1.440 -6.984 -6.318
H 0.481 -8.201 -7.802
H -0.614 -9.061 -6.696
H 1.007 -8.619 -6.156
H -3.522 -3.001 -7.440
F -1.774 4.852 3.771
C -1.237 5.724 2.891
F -2.212 6.605 2.553
C -0.727 5.019 1.635
F -1.757 4.454 0.972
F -0.229 6.012 0.844
C 0.411 4.001 1.810
O 0.065 2.630 1.857
C -0.271 2.012 3.033
F -0.055 2.800 4.101
F 0.542 0.935 3.164
C -1.702 1.474 2.996
F -2.581 2.474 2.787
F -1.990 0.907 4.194
H -0.429 6.278 3.379
H 0.998 4.090 0.897
H 1.078 4.280 2.627
H -1.802 0.732 2.202
F -1.640 9.840 8.090
C -0.768 10.756 7.626
F -1.412 11.942 7.540
C -0.252 10.378 6.236
F -1.267 10.387 5.348
F 0.607 11.377 5.884
C 0.543 9.071 6.099
O -0.150 7.928 5.621
C -0.826 7.075 6.463
F -0.575 7.352 7.753
F -0.351 5.831 6.217
C -2.318 7.039 6.140
F -2.874 8.261 6.257
F -2.951 6.210 6.997
H 0.062 10.859 8.332
H 1.274 9.275 5.317
H 1.117 8.851 7.000
H -2.467 6.683 5.121
F 6.087 5.231 5.543
C 6.923 6.267 5.333
F 7.737 6.372 6.407
C 6.153 7.580 5.173
F 5.511 7.882 6.322
F 7.105 8.535 4.975
C 5.180 7.702 3.990
O 3.804 7.488 4.250
C 3.239 6.242 4.199
F 4.082 5.319 3.707
F 2.189 6.317 3.340
C 2.663 5.831 5.554
F 3.623 5.810 6.500
F 2.140 4.591 5.447
H 7.535 6.067 4.448
H 5.229 8.751 3.702
H 5.522 7.135 3.124
H 1.883 6.529 5.853
F -1.089 -5.802 1.709
C -0.649 -4.726 1.034
F -1.701 -3.875 0.885
C -0.133 -5.077 -0.360
F -1.147 -5.539 -1.124
F 0.261 -3.881 -0.897
C 1.071 -6.020 -0.474
O 0.804 -7.377 -0.772
C 0.535 -8.291 0.214
F 0.719 -7.780 1.445
F 1.410 -9.308 0.069
C -0.866 -8.890 0.055
F -1.803 -7.922 0.106
F -1.090 -9.754 1.070
H 0.128 -4.232 1.624
H 1.610 -5.660 -1.349
H 1.759 -5.919 0.365
H -0.945 -9.416 -0.898

## Properties
Kohn-Sham gap, eV: 8.5619
Charge: 0
SMILES string: CCCNc1cc(O)cc2c1C(=O)c1c(c(P(O)Cl)c(COC(F)(F)F)c(CCC)c1P(O)Cl)C2=O.FC(F)C(F)(F)COC(F)(F)C(F)F.FC(F)C(F)(F)COC(F)(F)C(F)F.FC(F)C(F)(F)COC(F)(F)C(F)F.FC(F)C(F)(F)COC(F)(F)C(F)F
Total energy, eV: -204872.72983

DFT (ωB97M-V/def2-TZVPD) results for 4 unconnected molecules or ions with the total composition C6H15IN3O3 in a non-equilibrium geometry.

Cartesian coordinates (Å):
I -0.942 -0.342 -0.657
O -0.599 -0.399 3.292
C -1.531 -1.190 3.564
N -2.138 -1.706 2.536
C -2.135 -1.454 4.953
H -1.756 -1.462 1.634
H -3.035 -2.145 2.687
H -2.605 -2.428 5.091
H -2.950 -0.759 5.155
H -1.360 -1.287 5.700
O 0.615 3.542 0.289
C 0.461 4.023 -0.803
N 0.139 3.247 -1.796
C 0.796 5.440 -1.136
H 0.213 3.615 -2.734
H 0.021 2.261 -1.615
H 1.327 5.553 -2.081
H 1.447 5.768 -0.325
H -0.121 6.021 -1.040
O 3.214 -3.329 -3.174
C 2.148 -2.916 -2.726
N 2.061 -1.761 -2.146
C 0.887 -3.723 -2.745
H 1.169 -1.571 -1.714
H 2.888 -1.190 -2.045
H 1.028 -4.620 -3.347
H 0.067 -3.086 -3.077
H 0.692 -4.102 -1.742

## Properties
Kohn-Sham gap, eV: 7.3447
ΔE to the lowest compared entry with this formula, charge and spin, kcal per mole: 36.1
Charge: -1
Total energy, eV: -25182.99368

DFT (ωB97M-V/def2-TZVPD) results for 2 unconnected molecules or ions with the total composition C23H16F3N2O4S in a non-equilibrium geometry.

Cartesian coordinates (Å):
N -1.016 -5.496 3.485
C -1.309 -4.388 3.296
C -1.674 -3.056 3.059
C -1.209 -2.026 3.866
C -1.573 -0.722 3.625
C -2.421 -0.399 2.565
C -2.785 0.988 2.310
C -3.655 1.393 1.391
N -3.896 2.794 1.163
O -4.507 3.116 0.135
O -3.476 3.614 1.986
C -2.881 -1.440 1.758
C -2.514 -2.741 2.002
H -0.555 -2.270 4.685
H -1.202 0.064 4.260
H -2.305 1.754 2.898
H -4.198 0.709 0.771
H -3.526 -1.228 0.924
H -2.874 -3.538 1.374
F 6.100 1.106 1.662
C 5.145 0.163 1.791
F 5.624 -1.047 1.434
F 4.693 0.126 3.062
C 3.985 0.517 0.878
C 3.219 -0.499 0.321
C 2.142 -0.210 -0.469
C 1.777 1.139 -0.730
C 0.682 1.457 -1.485
S 0.319 3.186 -1.789
C -1.153 3.100 -2.795
C -1.048 2.997 -4.163
C -2.193 2.936 -4.932
C -3.432 2.979 -4.326
C -3.529 3.095 -2.954
C -2.384 3.156 -2.186
O -0.016 3.734 -0.423
O 1.455 3.679 -2.651
C 2.595 2.156 -0.164
C 3.665 1.843 0.625
H 3.489 -1.521 0.531
H 1.557 -0.998 -0.908
H 0.033 0.705 -1.883
H -0.069 2.986 -4.620
H -2.118 2.870 -6.005
H -4.325 2.945 -4.927
H -4.493 3.155 -2.475
H -2.444 3.270 -1.114
H 2.343 3.183 -0.366
H 4.268 2.621 1.065

## Properties
Kohn-Sham gap, eV: 3.2040
ΔE to the lowest compared entry with this formula, charge and spin, kcal per mole: 5.2
Charge: -1
Total energy, eV: -54265.32220

DFT (ωB97M-V/def2-TZVPD) results for a single C4H4OS molecule in a non-equilibrium geometry.

Cartesian coordinates (Å):
C -1.852 -1.202 -0.289
C -1.244 -0.153 -0.206
C -0.353 0.984 -0.164
O -0.663 1.997 -0.688
C 0.902 0.606 0.573
S 2.104 -0.217 -0.512
H -2.531 -2.070 -0.222
H 1.446 1.475 1.037
H 0.770 -0.154 1.319
H 1.421 -1.266 -0.848

## Properties
Kohn-Sham gap, eV: 9.4764
ΔE to the lowest compared entry with this formula, charge and spin, kcal per mole: 54.2
Charge: 0
SMILES string: C#CC(=O)CS
Total energy, eV: -17092.79516